Record 1
Formula: C7H12S
Source: the OMol25 dataset
Level of theory: wB97M-V/def2-TZVPD

Positions of all 20 atoms, in Å:
S: -1.5047 -1.7461 0.2373
C: 2.5026 0.6057 0.4968
C: -1.3692 0.1329 0.1625
C: 1.1006 0.0355 0.5482
C: 2.5529 -1.8348 -0.6343
C: -0.0502 0.4707 -0.4078
C: 2.2152 -0.7493 -0.0048
C: -2.6411 0.6788 -0.4319
H: -2.9942 0.0982 -1.3820
H: 0.0358 -0.0470 -1.4168
H: -2.6714 1.7332 -0.4003
H: 1.7957 -2.6463 -0.7888
H: 2.6719 1.1913 -0.4242
H: -0.2057 -1.8399 -0.0746
H: -1.2456 0.3374 1.2998
H: 2.9691 0.9672 1.3559
H: 3.5831 -2.0820 -0.9983
H: -3.4966 0.3589 0.2953
H: 0.0024 1.6594 -0.4082
H: 0.6102 -0.2412 1.5949

Forces on atoms 1 to 3 (eV/Å):
0.197 0.545 -0.362
-0.908 0.147 -3.138
-0.359 -1.497 2.926

## Properties
**HOMO**: -8.94 eV
**2S+1**: 1
**ΔE to the lowest compared entry with this formula, charge and spin**: 350.42 kJ/mol
**SMILES**: C=C1C[C@H]1C[C@@H](C)S

***

Record 2
Formula: C33H35F9N4O8S
Source: the OMol25 dataset
Level of theory: wB97M-V/def2-TZVPD

Positions of all 90 atoms, in Å:
S: 4.3350 -0.8261 0.8961
F: 5.9808 0.7225 2.5187
F: 1.6166 0.9483 -1.9804
F: 1.4982 -5.2716 2.2241
F: -0.8128 -3.7850 -0.3209
F: 5.1322 1.8635 0.6397
F: 3.7455 1.4499 2.5325
F: -0.8723 -5.4645 1.3323
F: 0.3791 -3.3341 2.6812
F: 0.7220 -5.7617 -0.3822
O: -5.9408 1.4905 -3.0299
O: 4.1958 -4.6572 4.7795
O: 4.5704 -0.7129 -0.6642
O: 5.4814 -1.7223 1.3835
O: 1.0832 -1.8885 -2.3390
O: -5.6455 0.3207 -1.1974
O: -0.6440 4.8552 0.3287
O: 0.4390 5.9887 1.8634
N: 2.0759 -3.1171 -0.6257
N: -5.7400 0.4250 -2.4295
N: 0.1294 5.7561 0.6861
N: 2.3275 -1.1418 2.5527
C: -3.2670 1.3386 0.3203
C: 1.4621 -0.6539 0.1074
C: -4.7316 1.4054 1.1219
C: -0.1034 -0.6365 0.5674
C: 1.1087 -3.9728 1.5221
C: -5.4198 -2.0302 -2.5910
C: 0.9031 7.2344 -2.6819
C: 0.8645 2.0925 0.0376
C: -3.4764 -1.5521 0.5531
C: 1.4772 -1.7706 -1.0860
C: 2.3513 -3.1508 0.9018
C: -5.6892 -0.7239 -4.6280
C: 3.9181 -3.7471 3.6188
C: -2.6636 -0.1794 0.0540
C: -5.5271 0.0296 1.6393
C: 0.0559 -4.6740 0.4293
C: -5.3212 -3.1931 -3.3575
C: 0.7141 6.6085 -0.3560
C: 1.6096 7.6256 0.0004
C: 0.3624 6.4049 -1.6975
C: 0.9781 2.5181 1.5975
C: -5.6101 -0.7978 -3.2310
C: -5.4074 -3.1233 -4.7488
C: 3.6336 -4.1627 0.8869
C: -5.5864 -1.8933 -5.3841
C: 1.7894 8.2532 -2.3288
C: -1.2038 -0.4700 -0.6837
C: 4.4090 -4.4984 2.2645
C: 4.7346 0.8174 1.6590
C: 2.5729 -1.4911 1.0686
C: 1.7628 0.8182 -0.4717
C: 2.1460 8.4470 -0.9932
C: -4.9112 -1.4758 1.3442
H: -0.3861 -1.6885 0.9934
H: -2.6995 2.3070 -0.0266
H: 3.2344 -1.0699 3.0632
H: -5.3507 -2.1014 -1.5077
H: 1.9914 3.1284 1.7257
H: 1.7380 -0.2871 2.6420
H: 2.8763 1.2287 -0.3370
H: -5.1801 -4.1553 -2.8698
H: 0.8305 1.6743 2.3899
H: 3.2895 -5.2016 0.4087
H: -0.3553 0.0960 1.4760
H: -5.6496 -1.8467 -6.4690
H: -0.3270 5.6155 -1.9890
H: 1.8950 7.7916 1.0371
H: 4.2593 -4.0951 5.6308
H: -5.3990 -2.4850 1.6836
H: -0.8956 0.3617 -1.4512
H: 4.5062 -2.7457 3.8812
H: -1.3314 -1.4711 -1.2857
H: 4.3791 -5.6764 2.4552
H: -0.2663 2.0712 -0.2524
H: 2.8396 9.2413 -0.7263
H: 0.1185 3.3192 1.8087
H: 2.7812 -3.4881 3.6915
H: 4.4700 -3.7689 0.1290
H: 5.5695 -4.2513 2.1316
H: 1.3071 3.0223 -0.5746
H: 2.2040 8.9011 -3.0992
H: -3.0022 -2.6050 0.3446
H: 0.6311 7.0887 -3.7251
H: -6.5506 0.0605 2.2327
H: -5.2695 2.4267 1.4017
H: -5.3355 -4.0334 -5.3419
H: -5.8318 0.2266 -5.1379
H: 2.9180 -3.1247 -1.2369

Forces on atoms 1 to 3 (eV/Å):
5.806 -5.126 -8.174
-4.432 -0.100 -3.011
0.170 -1.065 3.154

## Properties
**HOMO**: -8.27 eV
**2S+1**: 1
**ΔE to the lowest compared entry with this formula, charge and spin**: 1627.15 kJ/mol
**SMILES**: CC[C@H](F)[C@@]1(CCc2ccccc2)C(=O)N[C@](CCCO)(C(F)(F)C(F)(F)F)[C@@]1(N)S(=O)(=O)C(F)(F)F.O=[N+]([O-])c1ccccc1.O=[N+]([O-])c1ccccc1

***

Record 3
Formula: C53H59GeO2P2SbSe2TcTe2
Source: the OMol25 dataset
Level of theory: wB97M-V/def2-TZVPD

Positions of all 123 atoms, in Å:
Te: 0.4608 5.3342 0.2353
Te: -3.0471 4.7586 0.7102
Sb: -1.4450 0.4388 2.2331
Tc: -0.9045 1.3189 -0.2140
Se: -1.0507 3.4090 0.5336
Se: -3.0593 1.7357 -1.1484
Ge: -2.3875 -0.8559 -2.6964
P: 2.8187 1.6371 1.3209
P: 2.0608 -0.3562 -0.6046
O: 1.5563 2.0665 0.6778
O: 0.5943 -0.1610 -0.4323
C: -7.0896 -0.0700 -2.8867
C: 2.2066 1.9343 -2.2021
C: -0.0115 -0.7802 3.3554
C: 2.8583 -3.0685 -0.5161
C: 5.2813 4.3482 -0.3893
C: 2.1361 3.8021 4.5815
C: -3.0184 -4.6667 -0.9988
C: 2.9933 -0.1795 0.9814
C: 4.8956 1.5287 -2.7607
C: -5.1856 -0.9732 -1.7543
C: -2.2683 1.9788 3.6715
C: -3.2253 -0.8409 1.9002
C: -3.4339 -1.8787 2.9848
C: -1.8890 -4.9347 -0.2437
C: 2.4565 2.9826 5.6540
C: -3.0541 1.4182 4.8437
C: -4.9093 0.1026 -3.8706
C: 4.2106 0.6111 -1.9907
C: 2.2904 3.3289 3.2921
C: -1.1649 -2.5979 -4.7110
C: 5.5625 1.9551 0.9946
C: 2.0357 -3.4910 -3.1379
C: 2.5184 -4.5459 -2.3779
C: 4.2363 2.6472 -3.2510
C: 2.7579 2.0342 3.0831
C: -0.6302 -2.9279 -5.9441
C: -0.5773 -1.9806 -6.9506
C: -0.8826 -3.9913 -0.1675
C: -0.4529 -1.0461 4.7697
C: 6.5406 3.8490 -0.1034
C: -2.1571 -2.4915 -1.5733
C: -1.0626 -0.7062 -6.7232
C: 4.3007 2.4511 0.6875
C: 2.3555 -2.0175 -1.2687
C: -1.5861 -0.3791 -5.4851
C: 3.1238 1.2263 4.1506
C: -6.5452 -0.7293 -1.7990
C: -1.6333 -1.3167 -4.4627
C: -1.0298 -2.7829 -0.8242
C: 1.9573 -2.2270 -2.5843
C: 0.2490 -2.0665 2.5967
C: -1.6695 0.9335 -2.1772
C: -3.1442 -3.4651 -1.6695
C: -4.3524 -0.5783 -2.7965
C: 2.9372 -4.3346 -1.0738
C: -4.4739 0.0150 1.7225
C: 4.1526 3.6551 0.0139
C: 2.8946 2.8512 -2.9752
C: 2.8639 0.8189 -1.7093
C: -1.1349 2.8850 4.1427
C: -6.2670 0.3603 -3.9148
C: 6.6826 2.6548 0.5909
C: 2.9576 1.7069 5.4389
H: -4.7547 0.5104 2.6488
H: -6.6859 0.9002 -4.7515
H: -2.9541 2.5774 3.0495
H: 4.7031 -0.2727 -1.6023
H: 1.5762 -1.3958 -3.1670
H: 4.7704 3.3624 -3.8563
H: -2.5954 -2.5682 3.0550
H: -1.7913 -5.8795 0.2694
H: 3.1813 -2.9044 0.5035
H: -1.5379 3.6594 4.7907
H: -3.8009 -5.4067 -1.0771
H: -3.4850 2.2554 5.3906
H: 2.3801 3.7264 -3.3380
H: 0.2589 -1.7131 5.2570
H: -5.3064 -0.6129 1.4056
H: 1.1566 2.1131 -1.9597
H: -4.2754 0.4538 -4.6744
H: -0.2258 -2.0671 -0.7698
H: 2.3137 3.3326 6.6652
H: -4.7631 -1.4681 -0.8878
H: -3.8754 0.7867 4.5158
H: -2.4271 0.8528 5.5299
H: -3.0235 -1.3717 0.9544
H: -4.0155 -3.2748 -2.2814
H: 2.0218 3.9526 2.4440
H: 7.4181 4.4012 -0.4075
H: -1.9584 0.6247 -5.3204
H: -0.6595 3.4019 3.2960
H: 7.6676 2.2746 0.8248
H: 3.1634 4.0562 -0.1744
H: 1.7124 -3.6517 -4.1550
H: 5.1569 5.2813 -0.9148
H: 2.5657 -5.5360 -2.8076
H: 0.9106 -0.1804 3.3891
H: -0.3772 2.3251 4.6954
H: 5.9444 1.3702 -2.9660
H: 3.3176 -5.1576 -0.4848
H: 0.0222 -4.1925 0.3901
H: -0.6387 -2.6955 2.5861
H: -1.2176 -3.3439 -3.9271
H: -1.0284 0.0318 -7.5109
H: -0.4964 -0.1263 5.3436
H: -4.3179 -2.4732 2.7514
H: -3.5834 -1.4111 3.9545
H: 1.7578 4.8011 4.7294
H: -7.1767 -1.0548 -0.9829
H: 0.5375 -1.8854 1.5587
H: 1.0496 -2.6388 3.0715
H: 5.6724 1.0381 1.5590
H: -8.1504 0.1292 -2.9256
H: 2.5451 -0.7741 1.7819
H: -1.4787 1.5442 -3.0713
H: -0.2546 -3.9256 -6.1215
H: -1.4273 -1.5215 4.7941
H: 3.5245 0.2334 3.9892
H: 4.0288 -0.4791 0.8339
H: -0.1516 -2.2284 -7.9123
H: -4.3488 0.7925 0.9617
H: 3.2238 1.0847 6.2800

Forces on atoms 1 to 3 (eV/Å):
1.198 0.243 -0.247
-1.287 0.058 0.545
-1.330 0.449 0.168

## Properties
**HOMO (alpha / beta)**: -5.75 / -5.74 eV
**Expectation value of S²**: 0.812
**2S+1**: 2

***

Record 4
Formula: C46H56F3NO2S2
Source: the OMol25 dataset
Level of theory: wB97M-V/def2-TZVPD

Positions of all 110 atoms, in Å:
S: -2.6495 0.8407 -0.2187
S: -2.3389 2.0743 2.5486
F: -6.0972 -5.1712 0.0708
F: -4.8856 -3.3711 -0.5262
F: -3.7792 -5.0757 0.4476
O: -7.1829 -0.1630 2.7746
O: -4.4228 -0.9477 6.7369
N: -0.2026 0.8984 0.9380
C: -5.4500 1.1893 3.9899
C: 4.5884 2.5363 -5.7975
C: -3.5950 3.3451 1.9761
C: 11.2956 2.5246 -4.3397
C: -3.2771 7.0162 -2.4344
C: -4.9462 -2.1584 1.8120
C: -2.8286 5.7929 -1.9475
C: 0.4761 1.7937 -0.0593
C: 10.7721 2.0503 -3.1413
C: -4.1868 -1.5605 4.3179
C: 1.4110 -6.4621 -1.2840
C: 9.2058 2.0480 -5.4402
C: 0.6337 -3.2089 3.0056
C: 9.4637 1.5806 -3.0906
C: 3.4080 0.4279 -4.4169
C: -0.5219 -8.0731 -0.0967
C: 0.1258 -5.9712 -1.0791
C: 1.2504 0.9896 -1.2127
C: 3.5884 1.7814 -6.4026
C: -4.4067 -0.5590 5.5581
C: 10.5112 2.5262 -5.4889
C: -2.1130 8.1501 -0.6553
C: 8.6811 1.5773 -4.2411
C: 0.7603 -8.5690 -0.3109
C: 0.5050 0.9342 2.2517
C: -5.2612 -3.7199 1.9502
C: -1.6614 6.9271 -0.1705
C: -5.0108 -4.3647 0.4838
C: 2.9971 0.7289 -5.7113
C: 4.4042 1.1862 -3.8096
C: 2.0046 0.3498 2.1975
C: -5.7886 2.5960 3.3497
C: 4.9929 2.2411 -4.4996
C: -0.8387 -6.7752 -0.4833
C: -4.6496 0.9693 5.1303
C: -2.9167 8.1955 -1.7898
C: -4.9953 -1.3396 3.1750
C: -1.9894 -2.6250 3.2002
C: 1.7282 -7.7619 -0.9021
C: -0.7925 -3.6368 3.6399
C: -1.6282 1.2409 1.0723
C: -3.0952 -2.7150 4.3612
C: -6.0302 -0.1146 3.2514
C: -5.0452 2.6137 1.9029
C: -2.0173 5.7482 -0.8183
C: 0.3816 -2.8377 1.4598
H: 11.3844 2.0476 -2.2457
H: -0.0665 0.2627 2.9798
H: 1.0149 -2.3217 3.6066
H: -6.9089 2.5757 3.0965
H: -1.5954 -1.5763 3.0134
H: -1.8391 -6.3899 -0.3199
H: -2.4285 -3.0648 2.2504
H: -3.5873 -3.7428 4.4456
H: 0.5918 2.0167 2.6054
H: -2.5210 -2.5747 5.3494
H: -5.7166 3.0680 1.0922
H: 10.9179 2.8994 -6.4225
H: 3.2701 2.0136 -7.4131
H: 2.1659 -5.8319 -1.7425
H: 9.0540 1.2160 -2.1549
H: -0.3036 -3.6154 0.9788
H: -1.2746 -8.6988 0.3711
H: 0.5200 0.2843 -1.7440
H: 5.0513 3.3553 -6.3370
H: 2.9515 -0.3970 -3.8805
H: 5.7685 2.8334 -4.0254
H: -3.2632 9.1497 -2.1714
H: 1.7072 1.7348 -1.9473
H: -0.2772 2.5003 -0.5494
H: 2.1166 0.3687 -0.7926
H: 7.6622 1.2075 -4.2028
H: -0.1256 -4.9603 -1.3812
H: 2.5681 0.7187 3.1218
H: -1.8376 9.0690 -0.1488
H: 2.5876 0.7178 1.2950
H: 1.0062 -9.5833 -0.0160
H: -3.7180 4.2015 2.7102
H: -0.0335 -1.7790 1.3739
H: -1.1238 -4.6647 3.2839
H: -3.2926 3.6585 0.9288
H: -1.6631 4.7942 -0.4420
H: 2.2157 0.1420 -6.1822
H: 2.0061 -0.7941 2.1792
H: -4.8132 1.5490 1.5360
H: -0.6964 -3.6630 4.7759
H: -3.9505 -1.9271 1.3101
H: -5.4865 3.4874 3.9810
H: 1.3412 -4.0996 3.1437
H: -3.9076 7.0512 -3.3161
H: 12.3150 2.8929 -4.3786
H: -4.5647 -4.2851 2.6433
H: 8.5962 2.0429 -6.3377
H: 1.3992 -2.8667 0.9281
H: 2.7294 -8.1463 -1.0642
H: -5.7721 -1.7218 1.1418
H: -3.1109 4.8731 -2.4491
H: -6.3680 -3.8739 2.1698
H: -4.1811 1.8485 5.6812
H: -1.0320 6.8920 0.7123
H: 1.2158 2.4587 0.5239
H: 4.7214 0.9547 -2.7983

Forces on atoms 1 to 3 (eV/Å):
1.241 0.737 1.536
1.177 0.306 -0.088
2.685 1.230 0.840

## Properties
**HOMO**: -8.75 eV
**2S+1**: 1
**SMILES**: CCCCCC1=C(CCC(F)(F)F)C(=O)C(CCCSC(=S)N(CC)CC)=CC1=O.c1ccccc1.c1ccccc1.c1ccccc1.c1ccccc1

***

Record 5
Formula: C39H68Cl3GeN2O3S5SbSi3Ti
Source: the OMol25 dataset
Level of theory: wB97M-V/def2-TZVPD

Positions of all 126 atoms, in Å:
Sb: 2.1679 -2.2015 0.2074
Ge: -2.2468 0.7919 0.1680
Ti: 0.3635 0.0681 0.5594
Cl: -0.3596 -1.0213 -1.9873
Cl: 0.9614 4.1563 -1.8649
Cl: -0.1290 1.8200 -6.5992
S: 0.0102 2.0005 2.2104
S: 3.5737 3.8321 0.7737
S: 1.0766 4.7621 1.8814
S: 2.8010 0.9717 0.9228
S: 3.1381 6.7417 1.0905
Si: 3.4810 -1.6095 -1.9626
Si: 2.1601 -4.7433 -0.0823
Si: 3.9519 -2.3139 2.1053
O: -0.9944 -3.1983 -0.1967
O: 1.7924 0.2064 5.5555
O: 0.5027 1.3914 -0.7973
N: 1.3795 -1.7467 6.6263
N: -0.2727 -1.0799 2.2004
C: -2.0529 -4.2231 -2.0690
C: 0.3916 2.8304 -4.1395
C: -4.0726 1.7188 5.2460
C: -7.2892 0.5017 -0.0056
C: 1.6146 -0.5393 8.7846
C: 2.6257 5.2011 1.2464
C: 5.1312 -2.4713 -1.9933
C: -3.1114 -4.1792 0.2670
C: 0.9838 -5.4618 1.1879
C: 1.5812 -5.2761 -1.7738
C: -0.0748 0.4572 -2.8696
C: 3.7819 -5.6250 0.2038
C: -3.4054 1.3477 2.8311
C: 3.0449 -3.3591 3.3910
C: 0.9819 -3.1521 6.5844
C: 2.3006 -1.3495 7.6950
C: -0.2331 0.5070 -4.2378
C: -1.9479 -1.8543 3.7175
C: 4.5074 -0.7917 3.0090
C: 0.5302 2.7439 -2.7626
C: 1.2215 3.0431 1.7139
C: 3.7805 0.1992 -2.2374
C: 2.4799 -2.2242 -3.4130
C: 0.0665 -3.5498 7.7332
C: 5.5415 -3.1655 1.6170
C: 0.0234 1.7120 -4.8663
C: -5.9418 -0.1353 0.3183
C: -3.2716 1.9225 1.4211
C: 2.4380 2.5939 1.1746
C: -3.5548 -0.5867 -0.4794
C: 0.3289 1.5406 -2.0844
C: 1.1891 -0.8516 5.6204
C: 0.5316 -0.8854 3.2508
C: -4.0388 2.3012 3.8363
C: -1.4857 -1.5844 2.4397
C: -1.1122 -1.6247 4.7938
C: -4.9375 -0.0004 -0.8217
C: 0.1740 -1.1737 4.5549
C: -1.9562 -3.8048 -0.6244
H: -5.5302 0.3303 1.2163
H: 3.9682 -5.7678 1.2706
H: 5.1866 -1.1594 3.7875
H: -7.7493 0.0271 -0.8758
H: -3.4699 3.2355 3.8385
H: -0.8083 -2.8989 7.7855
H: 3.4788 -4.3604 3.4726
H: 2.3274 -0.2802 9.5692
H: 3.0919 -0.7503 7.2474
H: 3.7101 -0.2252 3.4918
H: -1.3879 -3.6255 -2.6883
H: 1.2202 0.3871 8.3656
H: 0.7492 -4.6817 -2.1522
H: 0.5042 -3.3560 5.6303
H: 5.5044 -4.2405 1.7934
H: -3.6849 -1.3911 0.2560
H: -2.9556 -2.2225 3.8522
H: 4.6526 -5.1261 -0.2225
H: 0.0458 -4.9067 1.2522
H: 0.5659 3.7737 -4.6374
H: -1.4600 -1.7794 5.8089
H: 6.3494 -2.7458 2.2222
H: -0.2786 -4.5763 7.5958
H: -7.9872 0.4188 0.8300
H: -4.5111 2.4126 5.9646
H: 5.8004 -3.0152 0.5699
H: 2.7447 -2.2600 8.1002
H: -5.0556 2.5453 3.5124
H: -2.7396 2.8768 1.4630
H: -4.6605 0.7965 5.2737
H: 3.9438 0.3534 -3.3098
H: 1.8674 -1.4160 -3.8170
H: -0.5627 -0.3566 -4.7990
H: 3.1664 -2.5551 -4.1997
H: 3.6945 -6.6120 -0.2630
H: 2.9354 0.8180 -1.9289
H: 2.3910 -5.2236 -2.5065
H: 0.7914 -1.0941 9.2372
H: -6.0821 -1.1987 0.5427
H: -3.0797 -4.1447 -2.4302
H: -4.0006 0.4250 2.7992
H: -2.8302 -4.1052 1.3154
H: -3.4693 -5.1848 0.0395
H: 0.7572 -6.5017 0.9263
H: 5.8082 -2.0381 -1.2548
H: -4.2578 2.1305 0.9940
H: -4.8392 1.0582 -1.0866
H: 1.5131 -0.4668 3.0565
H: -2.0948 -1.7718 1.5697
H: -3.9330 -3.4864 0.0642
H: 1.8217 -3.0564 -3.1726
H: 3.1260 -2.8753 4.3710
H: -3.0610 1.4805 5.5876
H: 1.2541 -6.3188 -1.7017
H: 5.5841 -2.3389 -2.9816
H: 1.4425 -5.4605 2.1801
H: -2.4140 1.0712 3.2090
H: 1.8911 -3.7591 6.6163
H: 4.6540 0.5526 -1.6859
H: 0.5837 -3.4984 8.6925
H: -2.2864 1.6954 -1.1013
H: 1.9820 -3.4768 3.1674
H: -7.1695 1.5648 -0.2309
H: 5.0512 -3.5437 -1.7994
H: 5.0560 -0.1063 2.3633
H: -3.1002 -1.0368 -1.3648
H: -5.3528 -0.4980 -1.7061
H: -1.7573 -5.2742 -2.1404

Forces on atoms 1 to 3 (eV/Å):
1.084 -0.042 -0.255
-0.203 -0.072 -0.197
0.011 1.141 -0.534

## Properties
**HOMO (alpha / beta)**: -6.63 / -6.92 eV
**Expectation value of S²**: 2.026
**2S+1**: 3
**ΔE to the lowest compared entry with this formula, charge and spin**: 120.90 kJ/mol

***

Record 6
Formula: C2H10N2O2
Source: the OMol25 dataset
Level of theory: wB97M-V/def2-TZVPD

Positions of all 16 atoms, in Å:
O: 0.8687 0.8403 -2.3150
O: -4.2233 -0.2309 0.3658
N: 2.0250 -0.2525 0.2413
N: -0.3001 -0.8174 0.7731
C: 1.0149 -1.0250 0.4509
C: 1.7247 1.1340 0.8526
H: -5.2162 -0.1628 0.4568
H: 1.3118 -2.1008 0.4288
H: -4.2454 -0.3112 -0.5727
H: 2.7760 1.6484 0.8768
H: -0.8112 -1.6020 1.1646
H: 1.4753 0.0140 -2.1368
H: 1.4379 1.5167 -2.5057
H: 1.2463 1.0630 1.8437
H: -0.6428 0.1557 0.9427
H: 0.9931 1.7394 0.1740

Forces on atoms 1 to 3 (eV/Å):
-0.732 -5.131 1.030
-2.316 0.186 0.746
-1.968 1.652 2.036

## Properties
**HOMO**: -8.85 eV
**2S+1**: 1
**ΔE to the lowest compared entry with this formula, charge and spin**: 146.18 kJ/mol
**SMILES**: C/N=C\N.O.O

***

> 2S+1 of number 5 (C39H68Cl3GeN2O3S5SbSi3Ti)?

3